Record 1
Here is C14H16Br21FIN2O as an isolated structure from OMol25. Energies are from ωB97M-V with the def2-TZVPD basis set.

Last column: Löwdin charge in e.
Element x y z (Å)
C  5.331  -0.370  -1.567  -0.010
C  4.067  -0.646  -2.378  -0.342
F  4.447  -0.953  -3.680  -0.011
C  3.067  0.543  -2.426  -0.049
C  1.784  0.083  -1.806  -0.190
C  0.859  -0.776  -2.459  -0.196
C  -0.230  -1.134  -1.725  -0.567
I  -1.638  -2.433  -2.568  1.069
C  -0.429  -0.669  -0.397  -0.413
O  -1.506  -1.027  0.321  0.056
N  0.424  0.149  0.148  0.190
N  1.471  0.469  -0.585  0.114
H  5.561  -1.229  -0.937  0.085
H  5.243  0.503  -0.921  0.077
H  6.193  -0.231  -2.217  0.095
H  3.576  -1.549  -2.008  0.143
H  2.874  0.772  -3.469  0.072
H  3.443  1.388  -1.850  0.127
H  1.023  -1.131  -3.463  0.012
H  -1.206  -1.642  1.008  0.133
H  2.121  1.106  -0.126  0.144
C  1.275  0.750  4.031  -1.607
Br  2.123  1.993  2.818  0.551
Br  -0.526  1.262  4.429  0.549
Br  1.376  -1.062  3.377  0.567
H  1.832  0.785  4.957  -0.054
C  -4.201  -2.826  -5.724  -1.645
Br  -6.016  -3.077  -6.306  0.620
Br  -3.456  -4.467  -5.031  0.524
Br  -3.095  -2.077  -7.107  0.583
H  -4.221  -2.115  -4.910  -0.047
C  0.774  1.848  -6.304  -1.583
Br  0.643  0.501  -4.912  0.760
Br  1.913  3.292  -5.745  0.609
Br  1.335  1.081  -7.968  0.625
H  -0.218  2.252  -6.449  -0.022
C  -7.064  -6.620  -4.347  -1.663
Br  -5.662  -7.940  -4.351  0.555
Br  -8.502  -7.106  -5.526  0.582
Br  -7.692  -6.256  -2.564  0.569
H  -6.636  -5.703  -4.727  -0.094
C  -4.044  -0.670  6.764  -1.621
Br  -2.503  -1.647  6.152  0.558
Br  -3.984  1.182  6.226  0.532
Br  -5.683  -1.507  6.214  0.595
H  -4.022  -0.686  7.845  -0.024
C  3.783  5.855  4.681  -1.621
Br  1.963  5.580  4.116  0.529
Br  4.543  4.265  5.458  0.543
Br  4.874  6.537  3.250  0.581
H  3.766  6.608  5.455  -0.025
C  0.172  3.747  7.985  -1.594
Br  1.721  2.803  7.324  0.558
Br  0.203  5.601  7.475  0.577
Br  -1.466  2.882  7.457  0.517
H  0.218  3.714  9.064  -0.026

Summary:
highest occupied orbital energy: -11.59 eV
charge: +1

***

Record 2
Here is C14H16ClF3MnN2O5S as an isolated structure from OMol25. Energies are from ωB97M-V with the def2-TZVPD basis set.

Last column: Löwdin charge in e.
Element x y z (Å)
Mn  0.784  0.130  0.300  0.823
Cl  -0.801  7.121  0.283  0.598
C  -0.380  5.454  0.610  -0.682
C  0.257  5.140  1.814  -0.100
C  0.596  3.831  2.072  0.011
C  0.316  2.801  1.152  -0.315
O  0.638  1.598  1.405  -0.110
C  -0.372  3.141  -0.068  -0.115
C  -0.776  2.154  -0.990  -0.156
O  -0.567  0.933  -0.939  -0.072
C  -0.696  4.493  -0.308  -0.066
H  0.485  5.913  2.535  0.099
H  1.089  3.566  2.997  0.118
H  -1.362  2.489  -1.854  0.139
H  -1.196  4.760  -1.231  0.110
C  -2.768  -1.261  2.659  -0.135
S  -2.123  -0.559  1.117  0.445
O  -2.499  0.831  1.144  -0.313
O  -2.663  -1.374  0.048  -0.343
O  -0.648  -0.812  1.282  -0.438
H  -3.665  -0.703  2.912  0.050
H  -1.999  -1.133  3.417  0.055
H  -2.993  -2.310  2.490  0.049
F  2.169  0.885  -0.666  -0.433
C  -0.138  -5.119  -1.168  -0.025
C  0.266  -3.713  -1.453  -0.296
C  0.748  -3.135  -2.609  0.010
C  1.016  -1.793  -2.281  -0.307
N  0.729  -1.580  -1.004  0.025
N  0.289  -2.751  -0.521  0.068
C  1.519  -0.702  -3.162  -0.031
H  -0.134  -5.693  -2.091  0.073
H  -1.136  -5.165  -0.727  0.079
H  0.558  -5.581  -0.465  0.079
H  0.869  -3.612  -3.568  0.101
H  -0.096  -2.746  0.412  0.140
H  1.565  -1.042  -4.196  0.070
H  2.503  -0.370  -2.835  0.073
H  0.854  0.158  -3.086  0.069
F  1.748  -2.077  1.925  -0.080
C  2.224  -0.873  1.368  -0.326
F  2.661  -0.138  2.458  -0.045
H  3.130  -1.160  0.824  0.100

Summary:
highest occupied orbital energy (spin up / spin down): -4.26 / -5.18 eV
<S²>: 6.098
charge: -1
spin multiplicity: 5
energy above the lowest of the compared OMol25 structures with the same formula, charge and spin: 7.0 kJ/mol

***

Record 3
Here is C14H16F4N11Ru as an isolated structure from OMol25. Energies are from ωB97M-V with the def2-TZVPD basis set.

Last column: Löwdin charge in e.
Element x y z (Å)
Ru  -0.660  0.001  0.429  1.131
C  0.734  0.016  -2.570  -0.060
C  1.253  1.255  -1.870  -0.196
N  0.882  1.401  -0.410  -0.193
C  0.550  2.799  -0.096  -0.281
C  0.522  3.181  1.374  -0.029
C  2.063  0.963  0.421  -0.161
C  2.132  -0.547  0.531  -0.184
N  0.826  -0.936  1.053  -0.165
C  0.618  -2.121  1.768  -0.142
C  -0.679  -2.342  2.216  -0.143
F  -1.607  -1.380  1.920  -0.018
C  -1.055  -3.458  2.924  -0.208
F  -2.318  -3.585  3.320  0.127
C  -0.118  -4.431  3.219  0.098
C  1.172  -4.239  2.774  -0.202
F  2.103  -5.158  3.022  0.121
C  1.547  -3.113  2.055  -0.138
F  2.815  -3.019  1.628  0.099
H  1.195  -0.042  -3.557  0.097
H  -0.343  0.027  -2.701  0.041
H  0.979  -0.896  -2.029  0.071
H  0.919  2.149  -2.401  0.097
H  2.343  1.281  -1.932  0.124
H  -1.283  3.818  -0.017  0.182
H  1.178  3.502  -0.653  0.161
H  -0.020  2.440  1.962  0.079
H  0.050  4.159  1.492  0.097
H  1.532  3.289  1.759  0.098
H  1.913  1.318  1.434  0.101
H  2.981  1.399  0.018  0.137
H  2.929  -0.793  1.231  0.131
H  2.373  -1.035  -0.418  0.120
H  -0.391  -5.319  3.770  0.148
N  -2.704  0.959  -2.561  0.202
C  -2.788  -0.321  -1.980  -0.468
N  -3.557  -1.276  -2.425  0.076
N  -3.311  -2.296  -1.576  -0.028
N  -2.425  -1.952  -0.705  -0.036
N  -2.064  -0.670  -0.923  -0.129
C  -2.092  1.936  -1.933  -0.345
N  -1.644  3.089  -2.702  0.170
N  -0.914  3.776  -2.036  0.182
N  -0.876  3.097  -0.625  -0.041
N  -1.708  1.992  -0.695  0.099
H  -3.053  1.082  -3.503  0.180

Summary:
highest occupied orbital energy (spin up / spin down): -11.02 / -11.02 eV
charge: +1

***

Record 4
Here is C14H16N4O9V as an isolated structure from OMol25. Energies are from ωB97M-V with the def2-TZVPD basis set.

Last column: Löwdin charge in e.
Element x y z (Å)
V  -0.128  0.884  0.190  1.136
C  2.703  1.110  -0.833  -0.011
O  1.306  1.349  -1.187  -0.288
C  1.172  2.545  -2.098  -0.050
C  -0.292  2.924  -2.088  -0.168
O  -0.780  2.890  -0.779  -0.263
C  -2.153  3.126  -0.690  -0.045
H  3.240  2.002  -0.571  0.100
H  3.177  0.519  -1.613  0.117
H  2.633  0.464  0.049  0.076
H  1.565  2.299  -3.014  0.113
H  1.811  3.383  -1.727  0.154
H  -0.902  2.283  -2.710  0.148
H  -0.374  3.925  -2.465  0.142
H  -2.299  4.034  -1.201  0.097
H  -2.284  3.346  0.367  0.112
H  -2.653  2.292  -1.074  0.079
O  -3.550  -0.884  -0.920  0.133
C  -2.391  -0.808  -0.606  -0.413
O  -1.772  0.407  -0.432  -0.181
C  -1.541  -2.133  -0.407  -0.027
C  -2.169  -3.330  -0.607  0.061
C  -1.469  -4.492  -0.477  -0.139
C  -0.147  -4.512  -0.168  0.101
C  0.516  -3.297  0.151  -0.042
C  -0.194  -2.050  0.015  -0.181
O  0.412  -0.882  0.326  -0.198
N  1.943  -3.241  0.305  -0.362
O  2.509  -2.268  -0.178  0.074
O  2.429  -4.218  0.783  0.131
N  -2.054  -5.764  -0.961  -0.338
O  -1.409  -6.780  -0.776  0.095
O  -3.091  -5.638  -1.583  0.100
H  -3.213  -3.306  -1.052  0.171
H  0.388  -5.498  -0.054  0.163
N  1.603  1.713  3.730  0.107
C  0.973  2.967  3.708  -0.029
C  0.279  2.999  2.556  -0.072
N  0.464  1.787  1.869  -0.053
C  1.267  1.046  2.632  -0.135
H  2.188  1.317  4.438  0.170
H  1.072  3.648  4.594  0.153
H  -0.296  3.800  2.085  0.127
H  1.512  0.042  2.471  0.132

Summary:
highest occupied orbital energy (spin up / spin down): -11.93 / -12.16 eV
<S²>: 2.008
charge: +1
spin multiplicity: 3
energy above the lowest of the compared OMol25 structures with the same formula, charge and spin: 85.3 kJ/mol

***

Record 5
Here is an isolated ion of composition C14H16NO2 and charge +1 from OMol25. Energies are from ωB97M-V with the def2-TZVPD basis set.

Last column: Löwdin charge in e.
Element x y z (Å)
C  3.628  2.356  2.158  -0.072
O  2.288  2.056  1.674  -0.189
C  2.203  0.720  1.208  -0.220
C  0.960  0.439  0.307  -0.068
C  -0.148  1.367  0.092  0.079
C  -1.312  0.947  -0.772  -0.134
C  -2.571  1.851  -1.027  -0.060
C  -3.812  0.847  -0.499  -0.226
C  -3.639  0.337  1.039  -0.007
O  -4.674  1.404  0.551  -0.143
C  -1.347  -0.393  -1.420  0.023
C  -0.235  -1.347  -1.220  -0.102
C  -0.276  -2.727  -1.854  0.050
C  0.859  -3.584  -1.596  -0.021
N  1.931  -3.146  -0.782  0.062
C  2.006  -1.914  -0.182  0.058
C  0.909  -0.920  -0.367  -0.053
H  3.875  3.372  1.724  0.107
H  3.685  2.371  3.280  0.101
H  4.395  1.626  1.781  0.089
H  3.117  0.372  0.632  0.120
H  2.138  0.020  2.107  0.154
H  -0.130  2.380  0.568  0.131
H  -2.774  2.044  -2.111  0.121
H  -2.615  2.754  -0.368  0.124
H  -4.261  0.098  -1.262  0.151
H  -4.099  -0.642  1.313  0.104
H  -3.191  1.082  1.738  0.119
H  -2.231  -0.697  -2.026  0.117
H  -1.171  -2.999  -2.458  0.128
H  0.873  -4.599  -2.055  0.137
H  2.703  -3.795  -0.608  0.172
H  2.916  -1.681  0.436  0.147

Summary:
highest occupied orbital energy: -12.15 eV
charge: +1
SMILES: COCc1cc(C[C@H]2CO2)cc2cc[nH+]cc12
energy above the lowest of the compared OMol25 structures with the same formula, charge and spin: 489.4 kJ/mol

***

Record 6
Here is a 2-piece molecular cluster, C14H16NO3S overall from OMol25. Energies are from ωB97M-V with the def2-TZVPD basis set.

Last column: Löwdin charge in e.
Element x y z (Å)
O  0.562  3.682  0.784  0.032
C  0.662  2.416  0.310  -0.286
O  1.647  1.544  0.967  -0.321
S  0.925  0.341  1.929  1.125
C  0.481  0.938  3.647  -0.268
C  -0.954  0.011  4.159  -0.181
C  -1.029  -0.283  5.869  0.012
O  -1.975  0.788  5.053  -0.232
C  -0.286  2.042  -0.971  -0.065
C  -1.214  0.706  -1.158  -0.035
C  -2.132  0.400  -2.487  -0.052
C  -2.110  1.476  -3.725  -0.022
C  -1.206  2.845  -3.579  -0.029
C  -0.321  3.143  -2.227  0.029
H  1.972  -0.612  2.149  0.095
H  0.175  2.066  3.720  0.139
H  1.229  0.588  4.496  0.123
H  -1.360  -0.897  3.395  0.173
H  -0.678  0.610  6.539  0.124
H  -2.045  -0.731  6.307  0.142
H  -1.223  -0.080  -0.273  0.076
H  -2.793  -0.567  -2.558  0.102
H  -2.751  1.269  -4.682  0.102
H  -1.219  3.596  -4.501  0.109
H  0.288  4.153  -2.180  0.116
N  0.691  -2.193  -2.276  0.003
C  1.032  -2.729  -1.062  -0.170
C  2.089  -3.590  -1.259  -0.113
C  2.400  -3.567  -2.640  -0.101
C  1.523  -2.694  -3.243  -0.123
H  -0.058  -1.531  -2.433  0.109
H  0.495  -2.455  -0.164  0.082
H  2.584  -4.170  -0.491  0.093
H  3.180  -4.126  -3.140  0.099
H  1.419  -2.388  -4.276  0.113

Summary:
highest occupied orbital energy: -10.70 eV
charge: +1

***

Record 7
Here is a 2-piece molecular cluster, C14H16O overall from OMol25. Energies are from ωB97M-V with the def2-TZVPD basis set.

Last column: Löwdin charge in e.
Element x y z (Å)
C  3.572  -0.420  2.818  0.002
C  3.715  -0.219  -0.924  0.101
C  4.072  -0.372  0.452  0.018
C  2.512  0.439  -1.165  -0.248
C  3.215  0.029  1.418  -0.225
C  1.752  1.004  -0.159  0.045
C  2.036  0.734  1.196  0.059
O  2.117  0.647  -2.452  0.132
H  4.225  -0.857  -1.636  0.146
H  5.031  -0.942  0.758  0.173
H  1.330  1.335  -2.640  0.227
H  0.889  1.602  -0.371  0.109
H  4.256  -1.255  2.831  0.091
H  2.737  -0.653  3.425  0.084
H  1.588  1.414  1.935  0.154
H  3.928  0.395  3.455  0.117
C  -2.493  1.931  -0.647  -0.051
C  -4.304  -1.379  -1.106  -0.100
C  -4.040  -2.007  0.096  -0.040
C  -3.711  -0.190  -1.211  -0.095
C  -2.949  0.561  -0.339  -0.326
C  -3.284  -1.275  1.134  -0.041
C  -2.682  -0.050  0.838  -0.085
H  -4.803  -1.775  -1.905  0.086
H  -4.394  -3.063  0.363  0.124
H  -3.720  0.143  -2.312  0.141
H  -3.008  -1.695  2.031  0.064
H  -1.383  1.950  -0.719  0.059
H  -2.805  2.810  -0.042  0.101
H  -2.338  0.585  1.649  0.113
H  -2.921  2.127  -1.613  0.065

Summary:
highest occupied orbital energy (spin up / spin down): -11.07 / -11.07 eV
<S²>: 0.766
charge: +1
spin multiplicity: 2
energy above the lowest of the compared OMol25 structures with the same formula, charge and spin: 288.8 kJ/mol

***

| no. | largest force on an atom (eV Å⁻¹) | calculated total energy (eV) |
| --- | --- | --- |
| 1 | 1.70 | -1501505.6375 |
| 2 | 3.42 | -90829.6261 |
| 3 | 0.85 | -44607.8195 |
| 4 | 3.44 | -64842.0608 |
| 5 | 4.71 | -20351.0721 |
| 6 | 9.47 | -33221.1164 |
| 7 | 6.23 | -16814.6188 |